(1)
ORCA calculation (ωB97M-V/def2-TZVPD) on a cluster of 14 separate species, CH27O16 in total in a non-equilibrium geometry.

```
! RIJCOSX wB97M-V def2-TZVPD def2/J DEFGRID3
* xyz -1 1
O -1.857 -2.319 -0.673
H -1.419 -1.460 -0.378
H -1.328 -2.749 -1.388
H -2.798 -2.072 -1.017
C 0.104 -0.200 0.172
O 1.162 0.721 0.084
O 0.158 -1.037 1.044
O -0.879 0.090 -0.600
O 3.201 -0.942 0.488
H 2.557 -0.230 0.396
H 4.054 -0.569 0.084
O -0.388 3.570 1.571
H 0.004 3.170 0.815
H -0.284 4.496 1.375
O -2.086 1.138 -2.561
H -1.540 1.077 -3.343
H -1.551 0.713 -1.866
O 1.545 0.249 -2.465
H 2.342 0.820 -2.354
H 1.197 0.199 -1.581
O 0.970 -3.096 -0.468
H 0.898 -2.225 -0.116
H 0.959 -2.865 -1.402
O -0.274 -1.854 -2.702
H -0.266 -2.432 -3.505
H 0.254 -1.095 -2.973
O -2.406 2.227 0.250
H -1.858 1.558 -0.181
H -1.779 2.762 0.732
O 2.040 2.072 1.881
H 1.640 1.488 1.233
H 1.234 2.414 2.324
O 1.326 -0.575 3.185
H 0.794 -0.725 2.335
H 1.709 0.248 2.928
O -1.061 -3.029 2.078
H -0.748 -2.964 2.962
H -0.516 -2.360 1.667
O -2.338 -0.433 1.838
H -1.752 -0.248 1.055
H -2.183 -1.304 2.191
O 0.487 2.878 -0.848
H -0.080 2.927 -1.633
H 0.776 1.960 -0.622
*
```

Computed properties:
Gap between HOMO and LUMO   8.2808 eV
M   295.2 g/mol
Energy above the lowest of the compared OMol25 structures with the same formula, charge and spin   66.6 kcal/mol
HOMO energy   -6.5 eV
LUMO energy   1.734 eV

(2)
ORCA calculation (ωB97M-V/def2-TZVPD) on a cluster of 2 separate species, C5H9O in total in a non-equilibrium geometry.

```
! RIJCOSX wB97M-V def2-TZVPD def2/J DEFGRID3
* xyz 1 1
C -1.649 -1.233 0.427
C 1.399 -0.239 0.386
C -1.786 -0.164 -0.344
C 2.816 0.219 0.505
C -2.127 0.926 -1.083
O 0.616 0.363 -0.347
H -0.574 -1.468 0.754
H -2.370 -1.830 0.913
H 1.066 -1.203 0.941
H 2.889 1.105 -0.206
H 3.056 0.643 1.549
H 3.413 -0.569 0.283
H -3.188 0.960 -0.783
H -1.584 1.772 -0.750
H -1.977 0.718 -2.245
*
```

Computed properties:
Gap between HOMO and LUMO   9.2587 eV
M   85.1 g/mol
Energy above the lowest of the compared OMol25 structures with the same formula, charge and spin   53.0 kcal/mol
HOMO energy   -14.9 eV
LUMO energy   -5.650 eV

(3)
ORCA calculation (ωB97M-V/def2-TZVPD) on a structure of composition C43H57BCl5LuN2P3.

```
! RIJCOSX wB97M-V def2-TZVPD def2/J DEFGRID3
* xyz 1 1
Lu -0.054 0.612 -0.702
C 0.754 0.880 3.673
C 2.207 0.908 3.190
C 3.083 0.290 4.286
C 2.639 2.361 2.982
P 2.166 0.033 1.542
C 1.689 -1.703 2.014
N 0.477 -2.157 1.371
B -0.338 -1.494 0.379
N -1.295 -2.510 0.004
C -2.208 -2.360 -1.102
P -1.290 -1.498 -2.469
C -2.677 -1.108 -3.661
C -2.199 -0.126 -4.738
C -3.306 -2.335 -4.327
C -3.768 -0.415 -2.831
C -0.132 -2.793 -3.166
C -0.700 -4.211 -3.095
C 0.227 -2.437 -4.613
C 1.178 -2.759 -2.379
C -1.054 -3.692 0.693
C -1.689 -4.923 0.663
C -1.192 -5.936 1.474
C -0.092 -5.723 2.301
C 0.540 -4.485 2.343
C 0.046 -3.474 1.536
C 3.885 -0.218 0.844
C 3.679 -1.199 -0.326
C 4.924 -0.829 1.791
C 4.456 1.110 0.332
H 0.664 1.477 4.583
H 0.411 -0.130 3.902
H 0.073 1.301 2.934
H 2.853 0.799 5.225
H 4.144 0.424 4.103
H 2.893 -0.769 4.446
H 2.412 2.933 3.883
H 2.118 2.840 2.151
H 3.710 2.441 2.810
H 1.588 -1.762 3.101
H 2.518 -2.368 1.752
H -3.069 -1.750 -0.822
H -2.597 -3.327 -1.430
H -1.452 -0.551 -5.401
H -1.786 0.774 -4.291
H -3.055 0.166 -5.351
H -2.636 -2.819 -5.036
H -4.191 -2.017 -4.882
H -3.631 -3.082 -3.602
H -3.363 0.306 -2.117
H -4.383 -1.132 -2.290
H -4.420 0.145 -3.501
H -1.664 -4.310 -3.591
H -0.798 -4.554 -2.066
H -0.003 -4.888 -3.595
H -0.608 -2.558 -5.299
H 1.021 -3.110 -4.942
H 0.604 -1.417 -4.703
H 1.047 -2.994 -1.323
H 1.655 -1.784 -2.472
H 1.860 -3.497 -2.808
H -2.551 -5.097 0.032
H -1.669 -6.906 1.464
H 0.275 -6.529 2.920
H 1.393 -4.322 2.988
H 3.867 -2.227 -0.018
H 4.360 -0.969 -1.147
H 2.664 -1.189 -0.726
H 4.550 -1.693 2.340
H 5.300 -0.104 2.507
H 5.779 -1.168 1.202
H 3.751 1.676 -0.275
H 5.337 0.909 -0.280
H 4.772 1.751 1.151
Cl 2.120 1.085 -2.258
C 0.913 2.084 -3.157
C -0.330 2.177 -2.583
C -1.218 2.949 -3.328
Cl -2.852 3.185 -2.771
C -0.876 3.560 -4.537
Cl -2.013 4.503 -5.408
C 0.412 3.398 -5.058
Cl 0.855 4.134 -6.537
C 1.342 2.639 -4.355
Cl 2.938 2.415 -4.938
C -2.907 3.503 0.412
P -1.596 2.436 1.082
C -2.394 1.694 2.529
C -2.379 0.310 2.678
C -3.031 -0.292 3.744
C -3.704 0.489 4.670
C -3.731 1.871 4.528
C -3.086 2.472 3.460
C -0.388 3.684 1.622
C 0.406 4.226 0.608
C 1.348 5.200 0.895
C 1.501 5.647 2.202
C 0.710 5.119 3.211
C -0.227 4.135 2.926
H -3.273 4.148 1.213
H -3.724 2.898 0.023
H -2.510 4.119 -0.391
H -1.849 -0.310 1.963
H -3.010 -1.368 3.848
H -4.215 0.024 5.502
H -4.264 2.479 5.247
H -3.127 3.548 3.355
H 0.275 3.900 -0.422
H 1.955 5.613 0.102
H 2.234 6.407 2.431
H 0.826 5.469 4.227
H -0.828 3.724 3.728
*
```

Computed properties:
Gap between HOMO and LUMO   7.6698 eV
M   1057.9 g/mol
Energy above the lowest of the compared OMol25 structures with the same formula, charge and spin   0.0 kcal/mol
HOMO energy   -10.1 eV
LUMO energy   -2.381 eV

(4)
ORCA calculation (ωB97M-V/def2-TZVPD) on a structure of composition C52H35Cl5MnNP2Si.

```
! RIJCOSX wB97M-V def2-TZVPD def2/J DEFGRID3
* xyz 1 2
Mn -0.073 -0.833 -0.084
C 1.038 1.099 -3.029
Si 0.491 1.152 -1.222
C 1.885 2.277 -0.417
C 1.617 3.600 -0.072
C 2.593 4.430 0.463
C 3.899 3.980 0.682
C 4.208 2.679 0.382
C 3.210 1.818 -0.141
P 3.494 0.198 -0.674
C 4.963 -0.411 0.085
C 5.595 -1.429 -0.655
C 6.770 -1.998 -0.199
C 7.288 -1.599 1.026
C 6.638 -0.641 1.803
C 5.486 -0.042 1.339
C 1.038 -2.717 -0.560
C -0.072 -3.573 -0.320
C -0.952 -3.874 -1.332
C -0.769 -3.342 -2.614
C 0.249 -2.450 -2.842
C 1.136 -2.095 -1.813
C -1.007 2.294 -1.130
C -1.307 3.316 -2.032
C -2.389 4.157 -1.819
C -3.181 4.001 -0.686
C -2.908 2.983 0.213
C -1.837 2.121 -0.021
P -1.428 0.731 1.086
C -3.067 0.147 1.672
C -3.253 -0.373 2.951
C -4.488 -0.872 3.342
C -5.558 -0.858 2.461
C -5.385 -0.341 1.185
C -4.150 0.153 0.792
C -0.719 1.582 2.561
C -0.330 0.854 3.689
C 0.245 1.479 4.785
C 0.453 2.851 4.775
C 0.073 3.588 3.664
C -0.509 2.960 2.571
H 1.223 2.104 -3.417
H 0.245 0.648 -3.630
H 1.949 0.518 -3.190
H 0.629 4.007 -0.242
H 2.343 5.458 0.693
H 4.654 4.655 1.060
H 5.223 2.326 0.493
H 5.163 -1.758 -1.595
H 7.269 -2.760 -0.781
H 8.195 -2.058 1.396
H 7.032 -0.377 2.775
H 4.962 0.677 1.954
H -0.169 -4.052 0.648
H -1.782 -4.541 -1.139
H -1.443 -3.618 -3.414
H 0.382 -2.010 -3.822
H 2.023 -1.531 -2.066
H -0.692 3.459 -2.913
H -2.617 4.939 -2.533
H -4.017 4.665 -0.512
H -3.536 2.852 1.086
H -2.447 -0.384 3.671
H -4.611 -1.264 4.343
H -6.522 -1.240 2.769
H -6.212 -0.319 0.487
H -4.034 0.545 -0.207
H -0.474 -0.218 3.729
H 0.525 0.891 5.650
H 0.898 3.342 5.630
H 0.217 4.661 3.648
H -0.809 3.559 1.722
Cl 1.303 -0.898 1.761
C 2.398 -2.229 1.505
C 2.232 -2.921 0.323
C 3.171 -3.914 0.034
Cl 3.028 -4.800 -1.430
C 4.210 -4.197 0.922
Cl 5.372 -5.394 0.534
C 4.301 -3.514 2.139
Cl 5.531 -3.905 3.263
C 3.384 -2.509 2.436
Cl 3.459 -1.634 3.909
N -8.424 -1.175 -5.531
C -7.454 -1.134 -4.916
C -6.241 -1.080 -4.146
C -6.112 -1.851 -2.994
C -4.946 -1.794 -2.253
C -3.889 -0.969 -2.652
C -4.032 -0.198 -3.810
C -5.196 -0.251 -4.553
C -2.690 -0.903 -1.877
C -1.667 -0.835 -1.222
H -6.927 -2.491 -2.685
H -4.845 -2.383 -1.351
H -3.219 0.448 -4.117
H -5.303 0.347 -5.447
*
```

Computed properties:
Gap between HOMO and LUMO (alpha / beta)   4.3904 / 4.1600 eV
<S²>   0.81
M   996.1 g/mol
Energy above the lowest of the compared OMol25 structures with the same formula, charge and spin   0.0 kcal/mol
HOMO energy (alpha / beta)   -9.9 / -9.7 eV
LUMO energy (alpha / beta)   -5.525 / -5.541 eV

(5)
ORCA calculation (ωB97M-V/def2-TZVPD) on a structure of composition C8H7Br2NO3 in a non-equilibrium geometry.

```
! RIJCOSX wB97M-V def2-TZVPD def2/J DEFGRID3
* xyz 0 3
C -2.680 1.465 -0.063
C -2.605 0.271 0.637
C -1.649 1.838 -0.911
C -1.499 -0.545 0.502
C -0.550 1.019 -1.075
C -0.470 -0.192 -0.374
C 0.650 -1.080 -0.608
C 2.393 0.031 0.092
N 2.819 -0.961 1.004
O 3.746 -1.675 0.694
O 2.105 -1.120 1.984
O 0.758 -2.259 -0.020
Br 1.777 1.585 0.997
Br 3.614 0.323 -1.314
H -3.542 2.103 0.050
H -3.411 -0.030 1.287
H -1.701 2.771 -1.449
H -1.467 -1.481 1.044
H 0.247 1.302 -1.745
H 1.052 -1.105 -1.618
H 0.411 -2.260 0.887
*
```

Computed properties:
Gap between HOMO and LUMO (alpha / beta)   5.6479 / 6.1443 eV
<S²>   2.03
M   325.0 g/mol
HOMO energy (alpha / beta)   -6.1 / -9.6 eV
LUMO energy (alpha / beta)   -0.424 / -3.464 eV

(6)
ORCA calculation (ωB97M-V/def2-TZVPD) on a structure of composition C21H12BrCl2INOS3W.

```
! RIJCOSX wB97M-V def2-TZVPD def2/J DEFGRID3
* xyz 1 1
W -0.454 0.481 0.006
Cl 2.013 2.645 3.612
C 1.544 0.999 3.667
C 1.776 0.236 4.829
C 1.415 -1.080 4.887
Cl 1.722 -1.985 6.318
C 0.788 -1.716 3.781
C 0.366 -3.057 3.731
C -0.234 -3.530 2.593
C -0.426 -2.673 1.503
N -0.037 -1.411 1.510
C 0.567 -0.936 2.632
C 0.946 0.420 2.578
O 0.664 1.077 1.442
H 2.248 0.708 5.679
H 0.516 -3.697 4.589
H -0.571 -4.554 2.523
H -0.920 -3.026 0.607
S -2.388 0.983 1.153
C -3.478 0.754 -0.213
C -4.658 1.494 -0.284
C -5.528 1.296 -1.337
C -5.224 0.372 -2.336
C -4.053 -0.356 -2.285
C -3.172 -0.182 -1.217
S -1.723 -1.183 -1.097
H -4.879 2.220 0.486
H -6.446 1.864 -1.387
H -5.911 0.223 -3.158
H -3.811 -1.068 -3.062
Br 3.167 2.358 -0.451
C 3.274 1.598 -2.184
C 3.827 2.358 -3.205
C 3.902 1.844 -4.489
C 3.419 0.572 -4.767
C 2.864 -0.192 -3.754
C 2.798 0.326 -2.471
I 2.009 -0.911 -0.963
H 4.196 3.349 -2.984
H 4.338 2.445 -5.276
H 3.472 0.172 -5.770
H 2.483 -1.182 -3.962
S -0.404 1.942 -1.475
*
```

Computed properties:
Gap between HOMO and LUMO   6.3083 eV
M   852.1 g/mol
Energy above the lowest of the compared OMol25 structures with the same formula, charge and spin   2.3 kcal/mol
HOMO energy   -11.2 eV
LUMO energy   -4.926 eV

| no. | E_tot (Ha) |
| --- | --- |
| 1 | -1258.1819 |
| 2 | -270.7523 |
| 3 | -6367.5543 |
| 4 | -6481.1422 |
| 5 | -5737.2851 |
| 6 | -5991.0812 |